{
  "formula": "C56H40BrF4IrNO3P3",
  "method": "ωB97M-V/def2-TZVPD",
  "elements": ["Ir", "O", "C", "O", "C", "C", "C", "C", "C", "C", "P", "C", "C", "C", "C", "C", "C", "C", "C", "C", "C", "C", "C", "H", "H", "H", "H", "H", "H", "H", "H", "H", "H", "H", "H", "H", "H", "F", "C", "C", "F", "C", "F", "C", "P", "C", "C", "C", "C", "C", "C", "C", "C", "C", "C", "C", "C", "C", "Br", "C", "F", "H", "H", "H", "H", "H", "H", "H", "H", "H", "H", "O", "N", "C", "C", "C", "C", "C", "C", "C", "P", "C", "C", "C", "C", "C", "C", "C", "C", "C", "C", "C", "C", "H", "H", "H", "H", "H", "H", "H", "H", "H", "H", "H", "H", "H", "H", "H", "H"],
  "positions_angstrom": [[-0.361, -0.023, 0.159], [0.396, 2.645, 3.338], [-0.124, 2.457, 2.126], [-0.432, 1.326, 1.772], [-0.357, 3.650, 1.313], [-0.192, 4.907, 1.906], [-0.466, 6.056, 1.194], [-0.894, 5.953, -0.123], [-1.029, 4.711, -0.721], [-0.774, 3.530, -0.025], [-0.824, 1.986, -1.061], [-2.384, 2.164, -1.977], [-3.442, 2.951, -1.529], [-4.621, 3.029, -2.259], [-4.752, 2.326, -3.448], [-3.711, 1.523, -3.893], [-2.541, 1.431, -3.156], [0.501, 2.493, -2.219], [1.795, 2.440, -1.704], [2.873, 2.873, -2.458], [2.667, 3.363, -3.742], [1.382, 3.427, -4.256], [0.298, 3.000, -3.498], [0.147, 4.966, 2.930], [-0.344, 7.026, 1.657], [-1.109, 6.845, -0.697], [-1.325, 4.665, -1.762], [-3.335, 3.556, -0.636], [-5.427, 3.662, -1.911], [-5.664, 2.404, -4.026], [-3.810, 0.965, -4.815], [-1.742, 0.794, -3.505], [1.960, 2.058, -0.701], [3.871, 2.835, -2.042], [3.506, 3.701, -4.335], [1.215, 3.819, -5.250], [-0.697, 3.083, -3.912], [-7.686, -0.503, -2.433], [-6.590, -0.559, -1.699], [-6.605, -0.150, -0.382], [-7.729, 0.276, 0.174], [-5.437, -0.192, 0.362], [-5.572, 0.119, 1.661], [-4.216, -0.592, -0.170], [-2.642, -0.714, 0.796], [-2.861, 0.397, 2.227], [-3.325, 1.725, 2.192], [-3.077, 2.633, 3.244], [-2.308, 2.275, 4.303], [-1.774, 0.903, 4.416], [-2.107, 0.013, 3.299], [-2.945, -2.347, 1.557], [-3.957, -2.532, 2.503], [-4.200, -3.793, 3.019], [-3.453, -4.883, 2.585], [-2.461, -4.708, 1.634], [-2.206, -3.441, 1.123], [-4.249, -1.058, -1.489], [-2.750, -1.865, -2.288], [-5.407, -1.033, -2.241], [-5.413, -1.453, -3.500], [-3.878, 2.077, 1.332], [-3.486, 3.633, 3.178], [-2.091, 2.975, 5.100], [-2.334, 0.463, 5.271], [-1.699, -0.989, 3.334], [-4.561, -1.695, 2.833], [-4.982, -3.931, 3.754], [-3.654, -5.867, 2.985], [-1.886, -5.554, 1.282], [-1.438, -3.305, 0.377], [0.073, -0.498, -2.613], [0.173, -1.169, -1.412], [0.561, -2.391, -1.484], [0.812, -3.342, -0.396], [0.779, -4.688, -0.758], [0.998, -5.686, 0.180], [1.292, -5.346, 1.489], [1.368, -4.007, 1.856], [1.120, -3.004, 0.934], [1.250, -1.236, 1.271], [2.982, -0.927, 0.779], [4.017, -1.430, 1.569], [5.334, -1.271, 1.176], [5.630, -0.615, -0.014], [4.605, -0.119, -0.805], [3.282, -0.272, -0.409], [1.226, -0.768, 3.024], [0.609, -1.404, 4.204], [0.016, -0.668, 5.142], [-0.286, 0.798, 4.933], [0.830, 1.457, 4.079], [1.468, 0.543, 3.080], [0.331, -1.102, -3.330], [0.739, -2.790, -2.482], [0.569, -4.960, -1.786], [0.955, -6.724, -0.119], [1.481, -6.118, 2.223], [1.640, -3.751, 2.871], [3.797, -1.944, 2.499], [6.132, -1.657, 1.796], [6.660, -0.491, -0.321], [4.831, 0.392, -1.732], [2.486, 0.132, -1.022], [0.713, -2.471, 4.344], [-0.367, -1.133, 6.042], [-0.307, 1.319, 5.890], [1.575, 1.855, 4.769], [1.996, 1.042, 2.272]],
  "charge": 2,
  "spin_multiplicity": 1,
  "lumo_ev": [-7.5, -6.6],
  "homo_ev": [-11.22, -12.00],
  "e_above_lowest_ev": 0.347,
  "gap_ev": [3.67, 5.44]
}



{
  "formula": "C56H41ClCrF5N6O2PS",
  "method": "ωB97M-V/def2-TZVPD",
  "elements": ["Cr", "C", "N", "C", "N", "C", "C", "C", "C", "C", "C", "C", "C", "C", "C", "C", "C", "C", "C", "P", "C", "N", "C", "C", "N", "C", "C", "C", "C", "C", "C", "C", "C", "C", "C", "C", "C", "C", "C", "N", "C", "C", "N", "C", "C", "C", "C", "C", "C", "C", "C", "C", "C", "C", "C", "C", "H", "H", "H", "H", "H", "H", "H", "H", "H", "H", "H", "H", "H", "H", "H", "H", "H", "H", "H", "H", "H", "H", "H", "H", "H", "H", "H", "H", "H", "H", "H", "H", "H", "H", "H", "H", "H", "H", "H", "F", "C", "C", "F", "C", "F", "C", "S", "C", "F", "C", "F", "Cl", "C", "C", "O", "O", "H", "H"],
  "positions_angstrom": [[-0.193, -0.172, 0.395], [2.373, -0.634, -4.443], [2.136, -0.781, -3.014], [1.115, -0.258, -2.304], [1.222, -0.623, -1.040], [2.355, -1.377, -0.907], [2.935, -1.495, -2.149], [4.168, -2.170, -2.593], [4.097, -3.316, -3.382], [5.260, -3.951, -3.790], [6.496, -3.447, -3.408], [6.571, -2.308, -2.618], [5.410, -1.668, -2.213], [2.811, -1.818, 0.415], [2.395, -1.123, 1.550], [2.825, -1.491, 2.812], [3.688, -2.567, 2.957], [4.106, -3.270, 1.836], [3.670, -2.903, 0.574], [-0.142, 0.930, -2.870], [-1.583, 0.084, -2.170], [-1.771, -0.200, -0.883], [-2.935, -0.933, -0.797], [-3.453, -1.065, -2.058], [-2.589, -0.420, -2.908], [-2.758, -0.296, -4.350], [-4.669, -1.765, -2.502], [-4.583, -2.809, -3.420], [-5.727, -3.488, -3.810], [-6.959, -3.132, -3.280], [-7.048, -2.099, -2.358], [-5.906, -1.415, -1.969], [-3.509, -1.561, 0.410], [-4.076, -0.807, 1.431], [-4.650, -1.440, 2.524], [-4.671, -2.825, 2.597], [-4.131, -3.582, 1.566], [-3.556, -2.951, 0.474], [0.122, 2.125, -1.518], [0.338, 1.806, -0.245], [0.651, 2.971, 0.416], [0.568, 4.014, -0.472], [0.237, 3.460, -1.688], [0.085, 4.197, -2.936], [0.811, 5.450, -0.263], [2.020, 5.871, 0.286], [2.247, 7.219, 0.515], [1.272, 8.153, 0.197], [0.064, 7.739, -0.345], [-0.169, 6.391, -0.571], [1.116, 3.026, 1.815], [2.262, 2.324, 2.174], [2.712, 2.343, 3.488], [2.028, 3.083, 4.441], [0.902, 3.811, 4.077], [0.447, 3.786, 2.769], [1.821, 0.227, -4.810], [2.048, -1.526, -4.976], [3.436, -0.485, -4.616], [3.129, -3.720, -3.656], [5.202, -4.844, -4.397], [7.403, -3.946, -3.723], [7.534, -1.919, -2.317], [5.460, -0.784, -1.589], [1.764, -0.229, 1.488], [2.487, -0.936, 3.677], [4.027, -2.861, 3.942], [4.766, -4.120, 1.945], [3.985, -3.472, -0.290], [-3.821, -0.298, -4.577], [-2.285, -1.131, -4.864], [-2.317, 0.637, -4.690], [-3.615, -3.109, -3.805], [-5.655, -4.302, -4.519], [-7.851, -3.665, -3.582], [-8.007, -1.826, -1.939], [-5.968, -0.613, -1.244], [-4.069, 0.272, 1.373], [-5.086, -0.848, 3.318], [-5.118, -3.316, 3.452], [-4.163, -4.663, 1.611], [-3.140, -3.533, -0.341], [0.780, 5.033, -2.939], [-0.930, 4.578, -3.038], [0.306, 3.539, -3.772], [2.776, 5.138, 0.538], [3.187, 7.540, 0.944], [1.451, 9.205, 0.378], [-0.703, 8.464, -0.582], [-1.125, 6.068, -0.965], [2.812, 1.775, 1.420], [3.603, 1.791, 3.759], [2.376, 3.100, 5.466], [0.367, 4.389, 4.819], [-0.450, 4.325, 2.493], [-0.334, -0.088, 7.809], [-0.572, 0.104, 6.514], [-1.166, 1.276, 6.077], [-1.495, 2.222, 6.957], [-1.406, 1.465, 4.730], [-1.982, 2.614, 4.357], [-1.056, 0.517, 3.769], [-1.344, 0.920, 2.088], [-0.484, -0.656, 4.242], [-0.146, -1.627, 3.386], [-0.235, -0.866, 5.588], [0.331, -2.005, 5.991], [0.752, -4.515, 1.841], [-0.484, -4.366, 0.572], [-0.498, -2.994, -0.079], [-0.571, -2.895, -1.293], [-0.411, -2.009, 0.761], [-1.454, -4.532, 1.039], [-0.300, -5.120, -0.186]],
  "charge": 1,
  "spin_multiplicity": 4,
  "lumo_ev": [-3.1, -2.7],
  "homo_ev": [-9.63, -9.82],
  "e_above_lowest_ev": 0.000,
  "gap_ev": [6.57, 7.17]
}



{
  "formula": "C56H41NO11S",
  "method": "ωB97M-V/def2-TZVPD",
  "elements": ["C", "C", "N", "C", "O", "C", "C", "C", "C", "C", "C", "C", "C", "S", "O", "O", "O", "C", "C", "C", "O", "H", "H", "H", "H", "H", "H", "H", "H", "H", "H", "H", "H", "H", "H", "H", "H", "H", "C", "C", "C", "C", "C", "C", "C", "O", "C", "C", "C", "C", "C", "C", "C", "O", "H", "H", "H", "H", "H", "H", "H", "H", "C", "C", "C", "C", "C", "C", "C", "O", "C", "C", "C", "C", "C", "C", "C", "O", "H", "H", "H", "H", "H", "H", "H", "H", "C", "C", "C", "C", "C", "C", "C", "O", "C", "C", "C", "C", "C", "C", "C", "O", "H", "H", "H", "H", "H", "H", "H", "H"],
  "positions_angstrom": [[6.125, -1.720, 4.691], [5.493, -1.343, 3.334], [5.083, 0.088, 3.227], [4.423, 0.652, 4.347], [4.903, 1.317, 5.238], [2.944, 0.334, 4.221], [1.948, 0.365, 5.133], [0.696, 0.016, 4.692], [0.499, -0.317, 3.377], [-0.889, -0.740, 2.935], [-0.915, -2.279, 2.746], [-0.505, -3.059, 3.985], [-0.074, -4.512, 3.677], [1.671, -4.486, 3.269], [1.991, -3.361, 2.443], [2.412, -4.506, 4.490], [1.975, -5.860, 2.499], [1.511, -0.318, 2.459], [2.758, 0.011, 2.894], [4.077, 0.063, 2.173], [4.338, 0.052, 0.996], [6.274, -0.879, 5.364], [7.110, -2.151, 4.506], [5.542, -2.519, 5.146], [4.666, -2.033, 3.128], [6.245, -1.508, 2.566], [2.161, 0.632, 6.159], [-0.143, -0.017, 5.373], [-1.668, -0.375, 3.602], [-1.054, -0.317, 1.941], [-0.334, -2.519, 1.856], [-1.958, -2.533, 2.525], [-1.336, -3.160, 4.686], [0.314, -2.608, 4.548], [-0.161, -5.087, 4.597], [-0.681, -4.974, 2.900], [2.791, -5.667, 2.009], [1.370, -0.575, 1.416], [-6.107, 0.813, -0.074], [-7.290, 1.535, -0.196], [-7.793, 2.236, 0.887], [-7.121, 2.211, 2.102], [-5.945, 1.469, 2.232], [-5.436, 0.780, 1.137], [-5.234, 1.391, 3.537], [-4.209, 0.748, 3.648], [-5.813, 2.110, 4.704], [-5.196, 2.005, 5.944], [-5.716, 2.679, 7.036], [-6.851, 3.470, 6.891], [-7.474, 3.575, 5.659], [-6.963, 2.889, 4.564], [-7.663, 2.985, 3.252], [-8.655, 3.672, 3.127], [-5.712, 0.274, -0.926], [-7.818, 1.549, -1.141], [-8.710, 2.801, 0.791], [-4.519, 0.216, 1.235], [-4.311, 1.393, 6.056], [-5.237, 2.592, 8.002], [-7.253, 4.002, 7.744], [-8.359, 4.186, 5.546], [7.073, 3.250, -1.206], [6.718, 2.177, -0.397], [7.258, 0.923, -0.630], [8.146, 0.735, -1.681], [8.485, 1.809, -2.509], [7.953, 3.068, -2.260], [9.397, 1.619, -3.669], [9.696, 2.551, -4.387], [9.930, 0.254, -3.934], [10.739, 0.043, -5.044], [11.253, -1.218, -5.296], [10.968, -2.273, -4.435], [10.158, -2.069, -3.331], [9.629, -0.809, -3.081], [8.732, -0.614, -1.908], [8.483, -1.537, -1.159], [6.657, 4.231, -1.017], [6.021, 2.318, 0.418], [6.984, 0.091, 0.004], [8.225, 3.901, -2.893], [10.963, 0.864, -5.711], [11.879, -1.381, -6.164], [11.376, -3.256, -4.630], [9.932, -2.890, -2.664], [-2.686, 1.935, -6.956], [-2.584, 1.783, -5.577], [-3.572, 1.110, -4.878], [-4.672, 0.596, -5.553], [-4.785, 0.769, -6.935], [-3.783, 1.430, -7.633], [-5.978, 0.267, -7.671], [-6.075, 0.412, -8.871], [-7.054, -0.411, -6.896], [-8.201, -0.837, -7.553], [-9.204, -1.481, -6.848], [-9.062, -1.709, -5.483], [-7.923, -1.281, -4.821], [-6.920, -0.624, -5.522], [-5.717, -0.140, -4.792], [-5.594, -0.336, -3.599], [-1.908, 2.453, -7.502], [-1.732, 2.189, -5.049], [-3.492, 0.987, -3.807], [-3.865, 1.552, -8.705], [-8.309, -0.663, -8.615], [-10.099, -1.808, -7.361], [-9.844, -2.218, -4.935], [-7.814, -1.455, -3.759]],
  "smiles": "CCN1C(=O)c2ccc(CCCCS(=O)(=O)O)cc2C1=O.O=C1c2ccccc2C(=O)c2ccccc21.O=C1c2ccccc2C(=O)c2ccccc21.O=C1c2ccccc2C(=O)c2ccccc21",
  "spin_multiplicity": 1,
  "lumo_ev": -1.2,
  "homo_ev": -9.49,
  "gap_ev": 8.31
}



{
  "formula": "C56H47Cl2NO3P2Pd",
  "method": "ωB97M-V/def2-TZVPD",
  "elements": ["Pd", "O", "C", "C", "C", "C", "C", "C", "P", "C", "C", "C", "C", "C", "C", "C", "C", "C", "C", "C", "C", "C", "C", "C", "C", "C", "C", "P", "C", "C", "C", "C", "C", "C", "C", "C", "C", "C", "C", "C", "H", "H", "H", "H", "H", "H", "H", "H", "H", "H", "H", "H", "H", "H", "H", "H", "H", "H", "H", "H", "H", "H", "H", "H", "H", "H", "H", "H", "Cl", "C", "C", "C", "C", "C", "Cl", "C", "N", "C", "C", "C", "C", "C", "C", "C", "C", "O", "O", "H", "H", "H", "H", "H", "H", "H", "H", "H", "H", "C", "C", "C", "C", "C", "C", "H", "H", "H", "H", "H", "H", "H", "H", "H"],
  "positions_angstrom": [[0.483, 0.352, 0.323], [1.420, 1.830, 2.326], [2.671, 2.362, 2.080], [3.216, 3.323, 2.920], [4.501, 3.784, 2.696], [5.265, 3.273, 1.655], [4.709, 2.331, 0.812], [3.390, 1.886, 0.976], [2.631, 0.838, -0.297], [2.589, 1.666, -1.915], [3.633, 2.473, -2.362], [3.586, 3.041, -3.624], [2.510, 2.787, -4.465], [1.488, 1.953, -4.042], [1.526, 1.397, -2.772], [3.885, -0.446, -0.596], [3.888, -1.114, -1.820], [4.808, -2.126, -2.056], [5.730, -2.473, -1.079], [5.736, -1.806, 0.139], [4.817, -0.797, 0.382], [0.388, 2.713, 2.657], [0.196, 3.077, 3.976], [-0.781, 4.015, 4.280], [-1.535, 4.589, 3.268], [-1.367, 4.175, 1.957], [-0.436, 3.187, 1.633], [-0.295, 2.557, -0.069], [-1.936, 2.419, -0.805], [-1.978, 2.153, -2.176], [-3.193, 2.012, -2.823], [-4.376, 2.134, -2.106], [-4.338, 2.371, -0.743], [-3.123, 2.498, -0.088], [0.456, 3.984, -0.939], [-0.319, 4.780, -1.786], [0.199, 5.951, -2.320], [1.486, 6.354, -2.009], [2.256, 5.585, -1.148], [1.744, 4.415, -0.616], [2.642, 3.706, 3.750], [4.917, 4.532, 3.359], [6.282, 3.606, 1.505], [5.311, 1.924, 0.011], [4.479, 2.692, -1.727], [4.390, 3.686, -3.951], [2.476, 3.233, -5.449], [0.656, 1.737, -4.700], [0.717, 0.749, -2.446], [3.187, -0.837, -2.597], [4.816, -2.631, -3.013], [6.453, -3.254, -1.271], [6.461, -2.066, 0.897], [4.829, -0.285, 1.336], [0.820, 2.644, 4.746], [-0.934, 4.314, 5.308], [-2.263, 5.354, 3.501], [-1.968, 4.622, 1.177], [-1.061, 2.081, -2.748], [-3.218, 1.818, -3.887], [-5.327, 2.033, -2.612], [-5.257, 2.434, -0.176], [-3.114, 2.628, 0.984], [-1.332, 4.505, -2.027], [-0.416, 6.554, -2.974], [1.884, 7.271, -2.422], [3.257, 5.899, -0.884], [2.357, 3.854, 0.072], [-3.565, -4.583, 3.184], [-4.793, -3.770, 2.277], [-5.960, -3.380, 2.912], [-6.967, -2.772, 2.180], [-6.832, -2.559, 0.816], [-5.663, -2.944, 0.187], [-5.465, -2.714, -1.510], [-4.630, -3.528, 0.916], [-3.469, -3.952, 0.204], [-2.221, -3.667, 0.411], [-1.114, -4.282, -0.450], [1.388, -3.278, -0.183], [1.805, -2.227, 0.766], [0.734, -1.716, 1.469], [-1.702, -2.647, 1.330], [-2.425, -1.541, 2.003], [-2.618, -0.556, 0.826], [-3.733, -0.446, 0.351], [-1.563, 0.012, 0.349], [-6.074, -3.569, 3.970], [-7.878, -2.473, 2.679], [-7.620, -2.098, 0.239], [-3.671, -4.535, -0.603], [-1.354, -4.008, -1.486], [2.060, -3.753, -0.879], [2.837, -1.983, 0.954], [0.797, -1.171, 2.403], [-1.790, -1.099, 2.771], [-3.391, -1.795, 2.420], [-0.531, -6.248, 1.036], [-0.950, -5.829, -0.373], [0.128, -6.221, -1.385], [-2.247, -6.550, -0.749], [0.069, -3.476, 0.020], [-0.387, -2.554, 1.040], [-0.439, -7.333, 1.089], [-1.271, -5.946, 1.780], [0.433, -5.820, 1.315], [0.237, -7.306, -1.405], [1.100, -5.806, -1.122], [-0.130, -5.894, -2.394], [-2.040, -7.613, -0.874], [-2.655, -6.198, -1.702], [-3.011, -6.478, 0.027]],
  "charge": 2,
  "spin_multiplicity": 1,
  "lumo_ev": -6.6,
  "homo_ev": -13.19,
  "e_above_lowest_ev": 0.000,
  "gap_ev": 6.55
}